(1)
Molecular formula: C25H66N7O26P3
Method: DFT, ωB97M-V with the def2-TZVPD basis set

Each line ends with the Löwdin charge.
Positions of all 127 atoms, in Å:
C (0.112, 4.971, 0.826)  -0.065
C (-1.129, 5.787, 0.439)  -0.265
O (-0.886, 7.186, 0.405)  -0.186
P (-2.116, 8.192, 0.435)  0.458
O (-3.164, 8.151, -0.656)  -0.250
O (-1.356, 9.589, 0.536)  -0.178
C (-0.692, 10.130, -0.554)  -0.286
C (0.333, 11.182, 0.001)  -0.059
O (-2.679, 8.001, 1.940)  -0.178
C (-1.730, 7.999, 3.023)  -0.309
C (-1.971, 9.177, 3.822)  -0.089
H (0.633, 4.485, 0.001)  0.069
H (0.815, 5.621, 1.348)  0.079
H (-0.153, 4.159, 1.503)  0.071
H (-1.730, 5.415, -0.391)  0.127
H (-1.711, 5.484, 1.310)  0.103
H (-0.097, 9.512, -1.227)  0.117
H (-1.420, 10.554, -1.244)  0.118
H (1.162, 10.754, 0.564)  0.072
H (0.767, 11.786, -0.796)  0.068
H (-0.205, 11.909, 0.609)  0.068
H (-2.056, 7.104, 3.552)  0.127
H (-0.687, 7.931, 2.711)  0.121
H (-1.510, 8.980, 4.790)  0.086
H (-1.785, 10.135, 3.336)  0.093
H (-2.982, 9.073, 4.215)  0.087
C (-5.435, -6.552, 2.757)  -0.076
C (-4.446, -7.640, 2.140)  -0.233
O (-4.995, -8.927, 1.792)  -0.200
P (-5.843, -9.642, 2.993)  0.501
O (-5.318, -9.310, 4.342)  -0.224
O (-7.300, -9.067, 2.604)  -0.183
C (-7.851, -9.302, 1.341)  -0.297
C (-9.017, -10.201, 1.618)  -0.081
O (-5.869, -11.205, 2.547)  -0.193
C (-4.734, -11.812, 1.967)  -0.271
C (-4.768, -11.925, 0.395)  -0.042
H (-6.425, -6.428, 2.319)  0.062
H (-5.714, -6.895, 3.754)  0.052
H (-5.041, -5.547, 2.911)  0.072
H (-4.014, -7.252, 1.218)  0.107
H (-3.588, -7.563, 2.808)  0.111
H (-8.227, -8.466, 0.752)  0.129
H (-7.160, -9.917, 0.765)  0.099
H (-8.590, -10.940, 2.295)  0.073
H (-9.698, -9.648, 2.265)  0.078
H (-9.715, -10.725, 0.965)  0.082
H (-3.766, -11.406, 2.260)  0.111
H (-4.776, -12.690, 2.612)  0.121
H (-5.586, -12.616, 0.195)  0.068
H (-5.054, -10.968, -0.043)  0.064
H (-3.864, -12.343, -0.047)  0.074
C (6.560, 8.247, -6.245)  -0.063
C (6.249, 6.815, -5.843)  -0.250
O (5.357, 6.326, -6.825)  -0.200
P (4.282, 5.183, -6.593)  0.405
O (3.173, 5.626, -5.752)  -0.219
O (3.760, 4.589, -8.015)  -0.165
C (4.696, 4.363, -9.005)  -0.291
C (4.988, 5.583, -9.995)  -0.046
O (5.161, 4.020, -5.963)  -0.164
C (4.461, 2.868, -5.446)  -0.253
C (5.248, 1.949, -4.484)  -0.083
H (5.840, 8.706, -6.922)  0.083
H (6.672, 8.914, -5.391)  0.076
H (7.508, 8.202, -6.782)  0.071
H (7.142, 6.194, -5.779)  0.127
H (5.574, 6.847, -4.988)  0.118
H (5.660, 4.152, -8.540)  0.098
H (4.368, 3.454, -9.510)  0.119
H (4.449, 5.278, -10.893)  0.060
H (4.505, 6.491, -9.632)  0.069
H (6.022, 5.834, -10.228)  0.069
H (3.720, 3.239, -4.738)  0.103
H (3.856, 2.167, -6.021)  0.123
H (5.920, 2.427, -3.771)  0.074
H (4.633, 1.428, -3.751)  0.074
H (5.777, 1.164, -5.025)  0.066
C (-5.420, 0.654, 0.830)  0.044
N (-5.522, 2.007, 1.572)  -0.422
O (-5.414, 1.967, 2.798)  0.047
O (-5.586, 2.944, 0.797)  0.063
H (-4.452, 0.207, 1.054)  0.089
H (-5.374, 0.810, -0.247)  0.086
H (-6.230, -0.001, 1.154)  0.091
C (1.878, -4.324, 7.715)  0.045
N (2.336, -4.666, 6.327)  -0.451
O (1.946, -5.715, 5.827)  0.062
O (3.059, -3.816, 5.867)  0.051
H (1.758, -5.267, 8.248)  0.093
H (0.907, -3.828, 7.719)  0.105
H (2.760, -3.783, 8.059)  0.095
C (6.562, 0.143, 4.500)  0.025
N (7.091, 1.544, 4.607)  -0.418
O (7.986, 1.730, 5.426)  0.059
O (6.605, 2.381, 3.846)  0.055
H (7.168, -0.690, 4.145)  0.098
H (5.801, 0.224, 3.724)  0.084
H (5.969, -0.200, 5.348)  0.097
C (-1.751, 2.444, 6.953)  0.049
N (-1.412, 1.001, 6.640)  -0.467
O (-1.319, 0.207, 7.545)  0.062
O (-1.104, 0.792, 5.505)  0.071
H (-2.411, 2.443, 7.820)  0.092
H (-2.326, 2.943, 6.173)  0.093
H (-0.781, 2.919, 7.098)  0.101
C (0.200, -2.671, -6.664)  -0.004
N (0.211, -3.602, -5.593)  -0.459
O (-0.441, -4.608, -5.815)  0.066
O (0.498, -3.136, -4.511)  0.075
H (1.024, -1.976, -6.502)  0.107
H (-0.724, -2.106, -6.789)  0.110
H (0.052, -3.242, -7.581)  0.104
C (1.746, -2.705, 1.429)  0.056
N (0.378, -3.304, 1.464)  -0.458
O (0.355, -4.393, 0.937)  0.050
O (-0.574, -2.705, 1.997)  0.043
H (1.726, -2.402, 0.382)  0.109
H (2.282, -3.570, 1.820)  0.105
H (1.667, -1.823, 2.064)  0.094
C (3.759, -7.142, -0.534)  0.044
N (3.706, -6.255, -1.762)  -0.377
O (4.072, -5.035, -1.517)  -0.009
O (3.404, -6.711, -2.874)  0.058
H (4.405, -7.971, -0.824)  0.094
H (2.775, -7.546, -0.296)  0.099
H (4.202, -6.513, 0.238)  0.091

Properties
* LUMO level: -0.176 eV
* Kohn-Sham gap: 0.3726 Eh
* HOMO level: -10.31 eV
* ΔE to the lowest compared entry with this formula, charge and spin: 569.9 kJ/mol
* charge: 0
* structure (SMILES): CCOP(=O)(OCC)OCC.CCOP(=O)(OCC)OCC.CCOP(=O)(OCC)OCC.C[N+](=O)[O-].C[N+](=O)[O-].C[N+](=O)[O-].C[N+](=O)[O-].C[N+](=O)[O-].C[N+](=O)[O-].C[N+](=O)[O-]


(2)
Molecular formula: C25H67N10O6P3
Method: DFT, ωB97M-V with the def2-TZVPD basis set

Each line ends with the Löwdin charge.
Positions of all 111 atoms, in Å:
N (0.085, 0.310, 2.768)  -0.044
C (1.432, 0.863, 2.345)  -0.197
C (2.684, 0.020, 3.009)  -0.305
O (3.499, 0.806, 3.960)  -0.107
C (3.614, -0.758, 1.858)  -0.091
C (3.098, -2.312, 1.786)  -0.262
C (3.918, -3.339, 2.808)  -0.103
O (3.322, -4.646, 2.375)  -0.122
C (2.672, -4.620, 1.024)  -0.221
O (1.795, -5.465, 0.474)  -0.015
C (3.307, -3.195, 0.421)  -0.052
H (0.090, -0.740, 2.825)  0.065
H (-0.675, 0.541, 2.071)  0.080
H (1.518, 0.708, 1.174)  0.111
H (1.504, 2.018, 2.532)  0.132
H (2.200, -0.860, 3.645)  0.139
H (3.376, 0.370, 4.861)  0.112
H (4.709, -0.738, 2.288)  0.127
H (3.577, -0.192, 0.833)  0.107
H (1.938, -2.318, 1.940)  0.141
H (5.042, -3.445, 2.441)  0.144
H (3.818, -3.037, 3.939)  0.145
H (4.455, -3.496, 0.340)  0.136
H (2.824, -2.842, -0.592)  0.133
C (6.174, 3.854, -2.080)  -0.136
N (5.048, 2.967, -1.836)  -0.315
C (5.158, 2.406, -0.482)  -0.142
P (4.175, 1.984, -2.950)  0.765
O (2.866, 2.219, -2.157)  -0.317
N (3.650, 2.995, -4.252)  -0.346
C (4.274, 4.254, -4.627)  -0.148
C (2.203, 3.118, -4.468)  -0.146
N (5.680, 1.714, -3.861)  -0.268
C (5.454, 1.115, -5.200)  -0.135
C (6.580, 0.753, -3.184)  -0.140
H (7.113, 3.323, -2.253)  0.069
H (6.340, 4.519, -1.222)  0.086
H (6.017, 4.537, -2.909)  0.048
H (5.891, 1.596, -0.440)  0.061
H (4.202, 2.000, -0.136)  0.052
H (5.445, 3.166, 0.254)  0.083
H (4.097, 5.030, -3.874)  0.086
H (3.881, 4.622, -5.583)  0.080
H (5.344, 4.138, -4.806)  0.067
H (1.750, 3.819, -3.759)  0.080
H (1.710, 2.145, -4.370)  0.072
H (1.978, 3.467, -5.484)  0.077
H (4.886, 0.181, -5.123)  0.086
H (6.407, 0.905, -5.701)  0.083
H (4.920, 1.783, -5.881)  0.073
H (6.062, -0.188, -2.967)  0.084
H (6.974, 1.142, -2.245)  0.056
H (7.462, 0.536, -3.796)  0.087
C (-5.305, 4.167, 2.848)  -0.137
N (-4.927, 2.822, 2.447)  -0.317
C (-5.404, 2.571, 1.081)  -0.141
P (-4.749, 1.407, 3.415)  0.767
O (-3.588, 0.918, 2.515)  -0.326
N (-3.674, 1.785, 4.717)  -0.345
C (-3.423, 3.125, 5.221)  -0.147
C (-2.422, 1.021, 4.800)  -0.154
N (-6.084, 1.970, 4.448)  -0.267
C (-6.194, 1.218, 5.724)  -0.136
C (-7.405, 1.785, 3.807)  -0.140
H (-6.369, 4.266, 3.080)  0.068
H (-5.087, 4.888, 2.049)  0.086
H (-4.741, 4.543, 3.697)  0.048
H (-6.474, 2.347, 1.062)  0.061
H (-4.885, 1.724, 0.622)  0.065
H (-5.223, 3.427, 0.420)  0.080
H (-2.857, 3.727, 4.500)  0.086
H (-2.847, 3.097, 6.155)  0.079
H (-4.348, 3.635, 5.494)  0.067
H (-1.676, 1.397, 4.092)  0.050
H (-2.599, -0.041, 4.600)  0.069
H (-1.991, 1.069, 5.808)  0.078
H (-6.287, 0.141, 5.539)  0.085
H (-7.066, 1.550, 6.300)  0.083
H (-5.340, 1.376, 6.387)  0.073
H (-7.549, 0.747, 3.488)  0.086
H (-7.537, 2.424, 2.934)  0.056
H (-8.219, 2.059, 4.487)  0.086
C (-1.669, -5.693, -2.242)  -0.134
N (-1.109, -4.529, -2.909)  -0.315
C (0.334, -4.727, -3.100)  -0.138
P (-1.599, -2.880, -2.815)  0.768
O (-1.214, -2.663, -4.298)  -0.317
N (-3.291, -2.807, -3.171)  -0.346
C (-4.217, -3.917, -3.024)  -0.150
C (-3.699, -2.021, -4.344)  -0.150
N (-2.043, -3.130, -1.109)  -0.261
C (-2.857, -2.023, -0.548)  -0.134
C (-0.857, -3.188, -0.225)  -0.143
H (-1.420, -5.743, -1.179)  0.072
H (-1.298, -6.621, -2.699)  0.085
H (-2.748, -5.772, -2.338)  0.046
H (0.891, -4.549, -2.177)  0.049
H (0.736, -4.050, -3.861)  0.067
H (0.566, -5.740, -3.448)  0.081
H (-4.032, -4.698, -3.771)  0.085
H (-5.257, -3.586, -3.140)  0.078
H (-4.184, -4.342, -2.019)  0.067
H (-3.540, -2.579, -5.274)  0.079
H (-3.144, -1.079, -4.395)  0.070
H (-4.758, -1.743, -4.290)  0.075
H (-2.349, -1.059, -0.669)  0.085
H (-3.053, -2.183, 0.519)  0.082
H (-3.846, -1.945, -1.007)  0.072
H (-0.223, -2.304, -0.355)  0.080
H (-0.244, -4.070, -0.410)  0.040
H (-1.150, -3.260, 0.828)  0.088

Properties
* LUMO level: -1.111 eV
* Kohn-Sham gap: 0.2476 Eh
* HOMO level: -7.85 eV
* ΔE to the lowest compared entry with this formula, charge and spin: 1450.2 kJ/mol
* charge: 0
* structure (SMILES): NC[C@H](O)C[C@@H]1COC(=O)C1.CN(C)P(=O)(N(C)C)N(C)C.CN(C)P(=O)(N(C)C)N(C)C.CN(C)P(=O)(N(C)C)N(C)C